Entry 1:
Entry from OMol25: one molecule with the formula C10H14N2S (ωB97M-V/def2-TZVPD).

* relative energy (zero: lowest compared OMol25 entry of this formula, charge and spin): 4.217 eV
* E_HOMO (alpha / beta): -0.3009 / -0.3010 Eh
* total energy: -24409.1672 eV
* multiplicity: 1

CARTESIAN COORDINATES (ANGSTROEM)
C: -1.76 0.99 -0.08
C: 1.08 -0.41 -2.90
C: 0.13 0.02 -2.07
C: 2.51 -0.72 -2.71
C: 3.28 -0.52 -1.61
C: -0.40 0.68 0.17
C: 3.35 -1.21 -3.95
C: -3.30 0.13 3.79
C: -1.85 -0.13 3.32
C: -1.18 1.23 2.77
N: -2.85 1.27 -0.29
N: 0.40 0.18 -0.73
S: 0.27 0.95 1.76
H: 0.81 -0.69 -3.83
H: -1.00 0.13 -2.37
H: 2.85 -0.10 -0.69
H: 4.33 -0.81 -1.67
H: 4.30 -0.66 -3.95
H: 2.72 -0.96 -4.87
H: 3.55 -2.26 -3.82
H: -3.89 0.14 2.86
H: -3.72 -0.64 4.45
H: -3.42 1.12 4.17
H: -1.90 -0.80 2.32
H: -1.41 -0.47 4.26
H: -1.95 1.63 2.14
H: -0.96 1.92 3.55


Entry 2:
Entry from OMol25: an isolated ion of composition C10H14N3S and charge +1 (ωB97M-V/def2-TZVPD).

* relative energy (zero: lowest compared OMol25 entry of this formula, charge and spin): 2.655 eV
* E_HOMO: -0.3848 Eh
* total energy: -25892.5583 eV
* multiplicity: 1
* charge: +1

CARTESIAN COORDINATES (ANGSTROEM)
C: 0.80 -0.24 -5.14
C: -0.12 0.42 -4.43
C: 1.28 -0.29 -2.96
C: -0.63 0.74 1.59
C: -0.69 -0.47 2.28
C: 0.13 -1.39 4.38
C: -0.53 1.24 -2.25
C: -0.11 -1.30 5.89
C: -1.04 0.89 0.20
C: 0.00 1.51 -0.83
N: -0.49 -0.53 3.61
N: 1.68 -0.73 -4.14
N: 0.13 0.36 -3.12
S: -1.79 2.23 -2.82
H: 0.95 -0.58 -6.17
H: -1.09 0.69 -4.82
H: 1.67 -0.70 -2.05
H: -0.13 1.56 1.99
H: -1.21 -1.24 1.81
H: 0.86 -2.26 4.06
H: 0.90 -1.24 6.37
H: -0.62 -2.18 6.13
H: -0.45 -0.30 6.20
H: -1.39 -0.04 -0.14
H: -1.82 1.51 0.18
H: 0.20 2.55 -0.85
H: 1.02 1.02 -0.66
H: 2.49 -1.24 -4.31


Entry 3:
Entry from OMol25: one molecule with the formula C10H14N4O (ωB97M-V/def2-TZVPD).

* relative energy (zero: lowest compared OMol25 entry of this formula, charge and spin): 0.000 eV
* E_HOMO (alpha / beta): -0.1904 / -0.3031 Eh
* total energy: -18599.4841 eV
* multiplicity: 3

CARTESIAN COORDINATES (ANGSTROEM)
C: 2.02 -1.00 0.29
C: 1.63 -2.45 0.34
C: 1.06 -0.01 0.39
C: -0.27 3.00 -0.55
C: 0.29 -2.69 0.09
C: -0.71 -1.62 0.05
C: -0.76 1.72 -1.24
C: -1.16 0.81 0.18
C: 0.22 1.02 -2.25
C: -0.55 1.34 2.54
N: -0.45 3.00 0.75
N: -0.24 -0.37 0.32
N: -0.92 1.72 1.16
N: -0.26 -3.97 0.00
O: -1.91 -1.82 -0.12
H: 3.06 -0.76 0.30
H: 2.34 -3.26 0.22
H: 1.16 1.15 0.30
H: 0.06 3.92 -1.20
H: -1.73 1.89 -1.81
H: -2.10 0.34 0.09
H: 0.42 0.05 -1.87
H: 1.11 1.65 -2.07
H: -0.17 1.09 -3.33
H: -0.64 2.28 3.04
H: -1.37 0.66 2.86
H: 0.51 0.99 2.46
H: 0.38 -4.70 -0.26
H: -1.02 -3.97 -0.69


Entry 4:
Entry from OMol25: one molecule with the formula C10H14N4O5 (ωB97M-V/def2-TZVPD).

* relative energy (zero: lowest compared OMol25 entry of this formula, charge and spin): 1.361 eV
* E_HOMO: -0.3459 Eh
* total energy: -26795.9896 eV
* multiplicity: 1

CARTESIAN COORDINATES (ANGSTROEM)
C: 0.72 -0.66 -0.19
C: -0.30 -1.60 -0.95
C: 2.08 -0.80 -0.74
C: 3.10 0.20 -0.29
C: 4.14 0.85 -0.90
C: 4.26 1.33 1.27
C: -2.25 -0.18 -0.12
C: -2.83 -0.56 1.23
C: -3.44 0.33 -0.95
C: -3.62 1.78 -0.67
H: 1.10 -0.34 1.74
H: 1.06 -1.91 1.43
H: 0.42 0.36 -0.30
H: 2.59 -1.78 -0.38
H: 2.07 -0.91 -1.83
H: 4.47 0.90 -1.89
H: 4.49 1.72 2.25
H: 5.55 2.25 -0.09
H: -2.18 -2.16 -0.98
H: -1.48 0.57 -0.08
H: -3.19 0.31 -2.04
H: -4.34 -0.26 -0.86
H: -4.83 1.04 0.63
H: -1.02 -0.88 1.93
N: 0.56 -1.02 1.22
N: 3.22 0.52 1.08
N: 4.87 1.57 0.11
N: -1.61 -1.38 -0.69
O: 0.12 -2.57 -1.57
O: -4.06 -0.58 1.36
O: -3.09 2.71 -1.22
O: -4.58 1.96 0.29
O: -2.00 -0.80 2.22